No. 1
The following is a DFT calculation (ωB97M-V/def2-TZVPD) of C5H10NS as an isolated structure.

Atoms and positions in Å:
C (0.0033, 0.5848, -1.7074)
C (0.8356, 1.6552, -1.8706)
C (-0.0149, 0.5564, -0.2127)
C (-1.3833, 0.6065, 0.5092)
C (0.2455, -1.5750, 1.4143)
N (0.9141, -0.7813, 0.3381)
S (1.1173, 2.0551, -0.1726)
H (-0.6770, 0.1146, -2.4636)
H (1.2216, 2.2368, -2.7445)
H (-1.1574, 0.2230, 1.5119)
H (-2.0285, -0.1493, 0.0967)
H (-1.9457, 1.5445, 0.3481)
H (0.7264, -2.5759, 1.4321)
H (0.1103, -1.1136, 2.3641)
H (-0.7622, -1.8528, 1.0155)
H (1.0245, -1.1326, -0.5470)
H (1.7703, -0.3964, 0.6882)

Forces on atoms 1 to 3 (eV/Å):
C -3.3 -3.8 1.1
C 4.5 5.7 -1.4
C -1.0 0.3 -0.4

Values from the calculation:
HOMO (alpha / beta): -9.97 / -14.97 eV
E_LUMO (alpha / beta): -3.4 / -6.5 eV
Max |F|: 7.40 eV/A
Total charge: +1
Orbital gap (alpha / beta): 6.54 / 8.42 eV
Total energy: -17660.14874 eV
2S+1: 3


No. 2
The following is a DFT calculation (ωB97M-V/def2-TZVPD) of C17H26IN9OReSSe2 as an isolated structure.

Atoms and positions in Å:
Re (0.9252, -0.3805, 0.5818)
C (2.4561, -4.2250, -3.0785)
N (1.5281, -3.6612, -2.1199)
C (1.8278, -3.1721, -0.9346)
N (3.0659, -3.1139, -0.4739)
S (0.4892, -2.7042, 0.0790)
H (1.9123, -4.4488, -3.9907)
H (2.8885, -5.1569, -2.7076)
H (3.2577, -3.5213, -3.3106)
H (0.5479, -3.6781, -2.3657)
H (3.8550, -3.4069, -1.0324)
H (3.2536, -2.7227, 0.4410)
C (2.5854, 1.6575, 4.7795)
N (1.9849, 0.3578, 4.9012)
C (1.3390, -0.0957, 6.0074)
C (0.9213, -1.3660, 5.7472)
N (1.3183, -1.6717, 4.4852)
C (1.1399, -2.9349, 3.8270)
C (1.9583, -0.6077, 3.9706)
Se (2.7395, -0.5241, 2.2342)
H (1.8588, 2.4232, 5.0529)
H (2.9115, 1.8118, 3.7516)
H (3.4479, 1.7300, 5.4430)
H (1.2209, 0.5038, 6.8869)
H (0.3828, -2.0529, 6.3688)
H (0.3754, -3.5085, 4.3446)
H (2.0753, -3.4962, 3.8376)
H (0.8344, -2.7785, 2.7893)
I (-0.9079, 1.4174, 3.1102)
C (-0.7445, -0.3628, 1.9072)
H (-1.6085, -0.3232, 1.2332)
H (-0.9142, -1.1795, 2.6097)
C (-3.6019, -0.8951, -3.6962)
N (-3.8745, 0.5091, -3.5805)
C (-4.8165, 1.2060, -4.2748)
C (-4.7206, 2.5077, -3.8938)
N (-3.7291, 2.5914, -2.9632)
C (-3.2799, 3.8017, -2.3379)
C (-3.2132, 1.3622, -2.7754)
Se (-1.8600, 0.9207, -1.6271)
H (-4.3259, -1.3449, -4.3716)
H (-3.6670, -1.3753, -2.7175)
H (-2.5959, -1.0467, -4.0952)
H (-5.4776, 0.7400, -4.9768)
H (-5.2837, 3.3611, -4.2116)
H (-4.1274, 4.4628, -2.1733)
H (-2.5499, 4.3080, -2.9733)
H (-2.8160, 3.5721, -1.3795)
N (0.6696, 3.8971, -0.2990)
C (0.9534, 2.6037, -0.4714)
O (0.8603, 1.8104, 0.5058)
C (1.3447, 2.1555, -1.7949)
C (1.2726, 2.9764, -2.9215)
N (1.1441, 3.6724, -3.8253)
C (1.6842, 0.8353, -1.7613)
N (1.8672, -0.2403, -1.3363)
H (0.3875, 4.2336, 0.6093)
H (0.8299, 4.5670, -1.0330)

Forces on atoms 1 to 3 (eV/Å):
Re 0.2 0.5 1.4
C 0.5 -0.2 -0.1
N -0.2 0.1 0.4

Values from the calculation:
HOMO (alpha / beta): -11.70 / -11.70 eV
E_LUMO (alpha / beta): -7.9 / -7.5 eV
Max |F|: 2.51 eV/A
Total charge: +2
Orbital gap (alpha / beta): 3.76 / 4.22 eV
Total energy: -185252.91502 eV
2S+1: 2


No. 3
The following is a DFT calculation (ωB97M-V/def2-TZVPD) of a 2-piece molecular cluster, C4H9NO overall.

Atoms and positions in Å:
N (-1.7947, 0.6315, -0.5012)
C (-0.6161, 0.6773, 0.2468)
C (0.5055, 1.2650, -0.1676)
C (1.8049, 1.1792, 0.6183)
C (2.5805, 0.1019, 0.6458)
H (-2.6712, 0.5618, -0.0098)
H (-1.7710, 1.2316, -1.3101)
H (-0.6570, 0.0443, 1.1244)
H (0.5647, 1.8066, -1.0828)
H (1.9566, 2.1366, 1.1485)
H (3.3461, -0.1245, 1.3825)
H (2.3248, -0.6253, -0.1148)
H (-0.7718, -3.0396, -0.2829)
H (-1.6041, -2.2139, -1.2001)
O (-1.6983, -2.9098, -0.5435)

Forces on atoms 1 to 3 (eV/Å):
N 0.5 -0.1 -0.1
C -0.3 -0.4 -0.6
C 1.3 -0.7 0.9

Values from the calculation:
HOMO: -8.34 eV
E_LUMO: 0.9 eV
Structure (SMILES): C=C/C=C/N.O
Max |F|: 1.78 eV/A
Total charge: 0
Orbital gap: 9.28 eV
Total energy: -7829.96891 eV


No. 4
The following is a DFT calculation (ωB97M-V/def2-TZVPD) of a 2-piece molecular cluster, C2H3NS2 overall.

Atoms and positions in Å:
C (1.1995, -0.2401, 0.5873)
C (-2.0956, -0.0628, -0.1590)
N (-0.9612, -0.2730, 0.0897)
S (1.5748, 1.1347, -0.2803)
S (-3.7155, 0.0727, -0.2525)
H (1.4158, -1.1631, 0.0059)
H (1.4054, 0.8877, -1.6691)
H (1.1767, -0.3561, 1.6781)

Forces on atoms 1 to 3 (eV/Å):
C 2.1 -3.0 -0.3
C 0.3 -0.1 0.6
N -2.6 -0.2 -0.9

Values from the calculation:
HOMO (alpha / beta): -6.43 / -9.46 eV
E_LUMO (alpha / beta): 0.6 / -3.6 eV
Max |F|: 3.68 eV/A
Total charge: 0
Orbital gap (alpha / beta): 7.01 / 5.84 eV
Total energy: -25278.36766 eV
2S+1: 3